(1)
The molecule C16H24N2O3. Source: the Open Molecules 2025 dataset; level of theory: ωB97M-V/def2-TZVPD.

Multiplicity ... 1
Highest occupied orbital energy ... -8.75 eV
Total charge ... 0
E ... -959.3387 a.u.
SMILES ... CCC(CC)C(=O)c1c[nH]c(C(=O)NC[C@@H]2CCCO2)c1
HOMO-LUMO gap ... 0.346 hartree

```
45
Properties=species:S:1:pos:R:3:lowdin_charge:R:1
O 3.68442 -0.17530 -1.31620 -0.10
O -3.92878 2.22665 -0.71728 0.10
O 2.62205 2.07216 0.96930 0.05
N 2.09614 -0.13763 0.97681 0.08
N 0.06457 2.79545 0.30590 0.11
C 5.94388 0.25396 -0.68979 -0.14
C -3.25772 -1.87291 1.52643 -0.09
C -1.22930 2.89257 -0.01558 -0.01
C -0.70803 0.71985 0.21698 0.04
C 3.46260 -0.58121 1.08178 -0.12
C -1.76516 1.61158 -0.08111 -0.15
C 5.52778 -1.16519 -0.27989 -0.12
C -3.74929 -0.47168 1.17991 -0.20
C 3.99687 -1.07795 -0.28224 -0.33
C 0.41494 1.48104 0.45405 -0.17
C -5.40201 -1.74033 -1.17083 -0.10
C -4.90815 -0.30162 -1.10772 -0.22
C 1.80710 1.17638 0.80105 -0.43
C 4.66517 0.85058 -1.31195 -0.18
C -3.16508 1.33435 -0.41250 -0.35
C -3.60836 -0.12118 -0.31753 -0.27
H 3.51082 -2.02543 -0.53926 0.15
H 6.25475 0.83834 0.17462 0.11
H 1.42006 -0.81473 0.66210 0.14
H -3.18116 0.24818 1.77532 0.11
H -2.82943 -0.74786 -0.76116 0.14
H 4.04135 0.28197 1.41609 0.13
H -6.26472 -1.80666 -1.83009 0.07
H 5.85369 -1.89134 -1.02418 0.11
H 5.91910 -1.45710 0.69202 0.11
H 4.30388 1.70511 -0.72745 0.10
H -5.67695 0.33500 -0.66649 0.12
H -0.77241 -0.34889 0.24970 0.10
H -3.78150 -2.62996 0.95043 0.06
H -5.70290 -2.09676 -0.18909 0.06
H -3.41914 -2.07310 2.58369 0.07
H -4.62630 -2.39747 -1.55990 0.07
H 3.53760 -1.38306 1.82105 0.13
H 4.80075 1.16369 -2.34904 0.12
H -4.79702 -0.36881 1.46614 0.12
H -2.19258 -1.96906 1.32601 0.06
H 0.73429 3.54079 0.42929 0.17
H -4.73540 0.06164 -2.12374 0.12
H -1.72518 3.82788 -0.18200 0.13
H 6.76475 0.23810 -1.40365 0.10
```

=====

(2)
A cluster of 11 separate species, H22O11 in total in a non-equilibrium geometry. Source: the Open Molecules 2025 dataset; level of theory: ωB97M-V/def2-TZVPD.

Multiplicity ... 2
Highest occupied orbital energy (spin up / spin down) ... 0.22 / -7.46 eV
Total charge ... -1
E ... -840.8160 a.u.
HOMO-LUMO gap (spin up / spin down) ... 0.101 / 0.377 hartree

```
33
Properties=species:S:1:pos:R:3:mulliken_spin:R:1
O 2.30959 -2.26566 -2.13060 0.18
O 1.76747 1.73883 -0.81554 0.18
O -2.72680 1.18020 2.39746 0.09
O -1.07251 2.38132 0.64114 0.15
O 1.38227 -0.85480 1.62815 -0.60
O -0.79940 -3.39356 -0.04822 0.12
O -2.23611 0.58694 -2.43052 0.03
O -0.51054 -0.42201 -0.49943 0.14
O -1.47208 -1.56690 2.47633 0.27
O 4.07047 -0.06329 -0.61376 -0.11
O -0.60707 3.40998 -1.99418 0.04
H 0.31055 -0.66757 -0.07311 0.24
H -0.68277 0.46852 -0.19361 -0.08
H -3.22174 1.12842 3.21512 -0.03
H 1.46204 -2.57197 -1.80800 0.01
H 1.90004 -1.61557 1.36477 0.07
H -0.89587 -1.85844 1.76978 0.10
H -1.31276 -2.18751 3.18746 -0.12
H -1.53863 1.96102 1.36384 0.01
H -0.68601 3.16638 1.02913 -0.08
H -1.93200 0.20653 -1.60648 0.02
H 1.22412 2.25086 -0.21652 0.00
H 3.19835 -0.41997 -0.78234 0.14
H -3.12274 0.24344 -2.54065 0.01
H 2.63922 -2.98916 -2.66362 -0.09
H -0.49889 -3.64282 -0.92217 -0.01
H 4.06419 0.15570 0.31804 -0.07
H 2.66655 1.94715 -0.56157 -0.06
H -1.16378 3.05634 -2.68790 -0.01
H -2.23019 0.36254 2.36533 0.01
H -1.04614 3.15747 -1.18197 0.00
H -1.20992 -2.53757 -0.17066 0.02
H 1.97102 -0.34476 2.18445 0.41
```

=====

(3)
A structure of composition C5H10BrCl2O3Pt in a non-equilibrium geometry. Source: the Open Molecules 2025 dataset; level of theory: ωB97M-V/def2-TZVPD.

Multiplicity ... 3
Highest occupied orbital energy (spin up / spin down) ... -13.39 / -13.39 eV
Total charge ... +1
E ... -4035.5562 a.u.
HOMO-LUMO gap (spin up / spin down) ... 0.267 / 0.180 hartree

```
22
Properties=species:S:1:pos:R:3:mulliken_spin:R:1
Pt -1.19943 -2.21083 2.18916 1.09
Br 0.91439 -0.64866 2.77819 0.85
Cl 2.60541 3.49097 0.51436 0.00
Cl 3.54451 3.56876 3.26009 0.00
O -1.12003 0.14463 -1.40241 0.00
O -2.60297 -1.37084 -1.54553 0.00
O -1.62454 -1.03508 0.44440 0.05
C 0.04466 0.76395 -0.85732 0.00
C 1.31554 0.06508 -1.32194 0.00
C 3.16677 2.51105 1.90513 0.00
C -1.75162 -0.78701 -0.75310 0.00
C -3.41335 -2.41745 -1.04295 0.00
H -3.93131 -2.92726 -1.85441 0.00
H 1.29436 -0.01676 -2.40466 0.00
H 3.99592 1.90178 1.56452 0.00
H 1.38840 -0.94625 -0.90453 0.00
H 0.02136 0.80490 0.23300 0.00
H 0.02658 1.80897 -1.15582 0.00
H -4.26007 -1.98481 -0.49364 0.00
H 2.16230 0.57418 -0.86530 0.00
H -2.89867 -3.16767 -0.44830 0.00
H 2.32179 1.87833 2.16107 0.00
```